[1]
Density functional theory data (ωB97M-V with the def2-TZVPD basis set) for a cluster of 5 separate species, C36H80B2BrN6O9 in total.

Last column: Löwdin charge in e.
Atoms and positions in Å:
Br -6.3754 2.4993 -0.8860  0.742
O 6.4616 1.4927 -2.1487  0.027
O 4.3640 -1.9730 -4.8724  -0.195
O -3.2973 1.8686 -0.3037  -0.018
O 1.4686 -3.8358 1.7822  0.016
O -1.3700 -7.2284 5.3026  -0.018
O -2.5132 3.2347 4.3735  0.010
O -1.2851 2.0003 -1.7414  -0.014
O -4.7383 -1.5231 -1.0745  0.077
O -1.4223 0.5716 0.1130  0.067
N -4.3583 4.0088 3.2964  -0.193
N -3.3422 -2.2926 1.4141  0.040
N 3.3083 -4.4858 0.6291  -0.194
N -1.3982 3.1014 0.5457  0.160
N -1.9502 -5.1221 4.6794  -0.194
N 8.1945 0.4758 -3.2007  -0.193
C -2.4894 4.6054 -3.9902  -0.123
C 3.8136 -0.6670 -4.7099  -0.235
C -5.2433 3.4809 4.3146  -0.051
C 4.6587 -4.9968 0.6487  -0.065
C 0.1457 0.9047 2.6250  -0.170
C 2.5989 -4.2756 1.7575  -0.351
C -2.4555 0.0164 0.8763  -0.366
C 3.4918 1.3404 -3.2836  -0.201
C 3.6768 -0.1760 -3.2756  -0.210
C 7.4931 0.4757 -4.4742  -0.026
C 3.9823 -2.9067 -3.8913  -0.143
C -3.0259 3.8322 3.4469  -0.357
C 2.6769 -4.1683 -0.6413  -0.034
C 2.4820 -0.0636 2.1124  -0.208
C -1.1807 -6.2191 4.6397  -0.364
C 9.5224 -0.0888 -3.1208  -0.067
C -2.3937 0.4798 2.3411  -0.107
C -1.0906 3.2460 -2.3316  -0.263
C -4.9236 0.9126 1.1079  -0.147
C -1.6773 -3.9466 3.8632  -0.050
C -1.1104 0.1847 3.1317  -0.163
C 3.0016 1.9478 -1.9537  -0.179
C -3.0944 -5.1133 5.5693  -0.051
C -2.4928 -0.4972 -3.1199  -0.094
C 1.0316 0.0844 1.6666  -0.202
C 3.3881 1.1577 1.8478  -0.203
C 7.5717 1.0024 -2.1257  -0.334
C -7.1372 -0.0375 0.1543  -0.145
C -6.3265 1.1855 0.5630  -0.704
C 3.0633 1.9309 0.5730  -0.217
C -4.9123 4.6791 2.1406  -0.055
C -2.2635 -1.5008 0.7955  -0.157
C -3.7776 0.2118 -2.6372  -0.126
C -3.7673 0.5935 0.1313  -0.252
C -2.3815 4.0535 -2.5661  -0.224
C 3.3536 1.1450 -0.6999  -0.223
B -1.8019 1.9234 -0.3553  -1.010
B -4.1105 -0.2620 -1.1779  -0.429
H -6.8504 -0.4022 -0.8286  0.058
H -2.4429 4.9018 -1.8757  0.099
H 3.3466 1.8397 2.7028  0.101
H 0.6093 -0.9241 1.6359  0.089
H 2.0128 2.2361 0.5645  0.104
H -4.0374 -1.6818 1.8172  0.052
H -5.0274 3.9319 5.2848  0.086
H 9.5134 -1.1437 -3.4044  0.088
H -6.2735 3.6959 4.0365  0.082
H -4.6111 -0.1173 -3.2709  0.102
H -5.4830 5.5636 2.4386  0.085
H -4.1375 -2.1983 -1.4176  0.095
H 4.5082 0.0016 -5.2263  0.108
H 6.5651 -0.0918 -4.3987  0.074
H 4.7263 -5.9402 0.1013  0.087
H 0.7621 1.1489 3.5004  0.105
H -2.7787 -5.2586 6.6037  0.088
H 10.2107 0.4424 -3.7824  0.087
H 4.2220 -3.8966 -4.2829  0.085
H 4.4005 0.8283 -0.7253  0.100
H -1.5340 5.0093 -4.3357  0.064
H 4.9656 -5.1708 1.6787  0.080
H -0.6214 3.0661 -3.3100  0.110
H -2.8015 3.8234 -4.6870  0.068
H -6.8765 1.6761 1.3672  0.073
H -7.0052 -0.8317 0.8906  0.085
H 0.9473 0.4639 0.6516  0.091
H -2.6808 -1.5649 -3.2895  0.065
H -3.7943 -2.9058 0.7554  0.059
H -8.1901 0.2413 0.0839  0.068
H 1.7695 -4.7581 -0.7751  0.096
H -3.2514 3.4316 -2.3491  0.092
H -3.2373 5.3999 -4.0509  0.059
H 3.3738 -4.3864 -1.4477  0.070
H 4.5306 -2.7673 -2.9533  0.075
H 2.8868 -0.9579 1.6233  0.090
H 8.1292 0.0201 -5.2297  0.088
H -3.6037 -4.1571 5.4759  0.085
H 7.2446 1.4945 -4.7741  0.097
H -1.3402 -1.7567 1.3198  0.091
H -1.6917 -0.4014 -2.3857  0.065
H 3.6561 2.8529 0.5574  0.111
H 2.3982 -3.1139 -0.6766  0.094
H 2.8534 -0.6055 -5.2385  0.127
H -1.3011 0.5348 4.1505  0.101
H -0.1398 1.8581 2.1823  0.089
H 5.3505 -4.2822 0.1960  0.087
H -5.5691 4.0105 1.5783  0.047
H 4.4270 0.8088 1.8047  0.100
H -1.9508 3.9181 0.3060  0.044
H -3.2379 0.0844 2.9166  0.111
H -3.7854 -5.9189 5.3163  0.088
H -5.1121 2.4015 4.4126  0.087
H 2.7389 0.2388 -0.6751  0.103
H -2.1261 -0.0695 -4.0550  0.070
H 2.5244 -0.2797 3.1858  0.104
H 1.9216 2.1134 -1.9719  0.108
H -0.9165 -0.8910 3.2234  0.092
H 3.1534 -4.5303 2.6778  0.134
H -2.4361 4.2320 2.6087  0.116
H 2.7389 1.5708 -4.0479  0.110
H -5.0702 0.0958 1.8230  0.109
H -4.1024 4.9889 1.4829  0.086
H -0.7873 -4.1150 3.2576  0.068
H -0.4180 3.3527 0.4611  0.052
H 4.6040 -0.4110 -2.7460  0.103
H -2.0901 -1.7806 -0.2495  0.121
H 2.9059 -2.8773 -3.6871  0.091
H 9.8909 -0.0073 -2.0996  0.080
H 3.4843 2.9231 -1.8323  0.109
H -4.5984 1.8012 1.6505  0.103
H -0.3386 -6.1248 3.9339  0.130
H 2.8213 -0.6442 -2.7864  0.114
H 8.1739 0.9401 -1.2025  0.134
H -1.5015 -3.0819 4.5074  0.088
H -2.5139 -3.7234 3.2013  0.061
H 4.4100 1.8363 -3.6019  0.092
H -0.3763 3.8680 -1.7686  0.104
H -3.6803 1.2910 -2.7118  0.079
H -2.4981 1.5649 2.3233  0.092

Computed properties:
- Frontier orbital gap: 6.9706 eV
- Total charge: -1

[2]
Density functional theory data (ωB97M-V with the def2-TZVPD basis set) for a structure of composition C4HCl2N3O2S3SbTc at a distorted geometry.

Last column: Löwdin spin population.
Atoms and positions in Å:
Sb -3.1885 -2.1574 -0.1709  0.118
Tc -0.1423 -0.6192 0.0326  0.819
Cl 4.1309 -0.2584 0.5605  0.000
Cl 1.5392 0.3157 1.7859  0.006
S -1.7120 -1.0788 1.4968  0.060
S -4.7634 -0.5820 -0.5942  0.668
S -1.3359 -1.5511 -1.6367  0.216
O 2.8174 -3.2096 1.0692  0.004
O 1.2097 -1.9948 0.1016  0.024
N -2.3945 4.5957 -2.9676  0.007
N -0.5183 1.1818 -0.4536  0.004
N -1.2283 3.3655 -1.1649  0.030
C -1.8603 3.9865 -2.1469  0.004
C 2.2751 -2.1676 0.8838  0.005
C 2.8328 -0.9096 1.5499  0.002
C -0.8880 2.2314 -0.8738  0.033
H 3.2264 -1.1481 2.5283  0.000

Computed properties:
- <S²>: 2.026
- Relative energy (zero: lowest compared OMol25 entry of this formula, charge and spin): 2.7 kcal/mol
- Frontier orbital gap (alpha / beta): 6.9089 / 5.9137 eV
- 2S+1: 3

[3]
Density functional theory data (ωB97M-V with the def2-TZVPD basis set) for the molecule C3H5NO4S at a distorted geometry.

Last column: Löwdin charge in e.
Atoms and positions in Å:
S 1.4325 -1.6666 0.4318  0.604
O 0.0865 -1.8137 1.3715  -0.228
O -2.6757 2.1417 -0.9390  0.068
O 1.8396 -2.9374 -0.1128  -0.297
O 2.3886 -0.9044 1.1962  -0.309
N 0.4158 0.5358 -0.1547  -0.103
C 0.3936 -0.6444 -0.7038  -0.078
C -0.4490 1.6495 -0.5388  -0.131
C -1.8902 1.2581 -0.8129  -0.260
H -2.1131 0.0300 -0.9941  0.175
H 1.0088 0.6391 0.7138  0.141
H -0.0010 -2.7870 1.6753  0.139
H -0.5601 2.4169 0.2369  0.137
H 0.1238 2.0823 -1.3694  0.142

Computed properties:
- Relative energy (zero: lowest compared OMol25 entry of this formula, charge and spin): 36.0 kcal/mol
- Frontier orbital gap: 9.8263 eV